1.
This record from the OMol25 dataset describes a structure of composition C30H42BCl3FeN6O at a distorted geometry. The level of theory is ωB97M-V with the def2-TZVPD basis set.

Geometry as ORCA input:
```
! wB97M-V def2-TZVPD RIJCOSX def2/J DEFGRID3
* xyz 1 6
Fe -0.349 -0.062 -0.300
Cl -2.122 4.279 -1.140
Cl -1.651 -0.959 -1.733
Cl -3.663 3.079 -6.095
O -0.600 1.699 -1.368
N 0.898 0.417 1.269
N 1.309 -2.326 -0.111
N -0.721 -2.141 1.454
N -1.362 -1.010 1.093
N 1.317 -0.777 1.818
N 1.255 -1.261 -0.964
C -2.650 -1.109 1.449
C 2.807 -1.624 3.635
C -3.660 0.001 1.288
C -1.180 -4.284 2.614
C 2.097 -3.284 -0.620
C -4.321 0.228 2.655
C 1.342 2.896 1.895
C -1.320 1.223 -3.582
C 2.741 3.505 1.722
C -1.265 2.001 -2.388
C 1.243 -0.850 -4.257
C -4.738 -0.395 0.273
C -2.824 -2.342 2.074
C -2.984 1.301 0.861
C 2.360 0.819 -2.714
C -1.992 1.480 -4.719
C 2.573 -2.831 -1.836
C 2.392 -4.559 0.089
C 3.678 -0.987 -3.783
C -1.587 -2.967 2.054
C -2.064 3.225 -2.478
C 0.471 3.371 0.751
C 0.732 3.394 3.216
C 2.158 -0.548 2.836
C 2.314 -0.635 -3.180
C 2.031 -1.558 -2.017
C 2.283 0.815 2.976
C -2.778 3.522 -3.604
C -2.746 2.669 -4.724
C 1.483 1.395 1.993
B 0.818 -2.158 1.333
H 2.951 -4.387 1.008
H -5.015 1.066 2.591
H -5.218 -1.329 0.564
H -2.044 -4.777 3.053
H 2.070 -2.239 4.149
H -2.201 1.594 1.561
H 1.259 -3.023 2.017
H -4.325 -0.523 -0.726
H -2.563 1.235 -0.147
H 4.472 -0.938 -3.039
H 1.478 -5.093 0.349
H 1.330 3.102 4.076
H 3.222 3.129 0.820
H 1.119 -1.910 -4.479
H 3.455 -1.170 4.380
H 0.670 4.482 3.199
H 0.937 3.187 -0.216
H -3.722 -2.724 2.522
H -5.503 0.380 0.236
H -4.886 -0.647 2.972
H 3.179 0.970 -2.010
H 3.678 -1.983 -4.225
H 3.409 -2.279 3.008
H 3.388 3.285 2.569
H 2.882 1.328 3.704
H -0.421 -4.169 3.386
H 3.252 -3.349 -2.485
H 0.321 4.445 0.850
H -3.581 0.453 3.423
H 2.988 -5.200 -0.558
H -0.510 2.905 0.756
H 0.276 -0.474 -3.918
H -0.274 2.997 3.355
H 3.909 -0.276 -4.575
H 1.440 1.125 -2.226
H -3.369 4.425 -3.644
H 2.522 1.476 -3.569
H -0.774 -4.933 1.839
H 2.656 4.588 1.638
H 1.518 -0.334 -5.177
H -3.721 2.104 0.821
H -1.978 0.829 -5.581
*
```

M	675.72	u
HOMO-LUMO gap (spin up / spin down)	6.57 / 5.84	eV
LUMO (spin up / spin down)	-5.0 / -5.7	eV
electronic energy	-4241.1112	hartree
largest force on an atom	1.09	eV Å⁻¹
energy relative to the best compared isomer or geometry (same formula, charge and spin)	80.4	kcal/mol

Results of the Löwdin charge analysis, in e, for atoms 1 through 6: Fe 0.629; Cl 0.833; Cl 0.422; Cl 0.798; O -0.148; N 0.068

=====

2.
This record from the OMol25 dataset describes a structure of composition C30H42BFN7O8SSiTm. The level of theory is ωB97M-V with the def2-TZVPD basis set.

Geometry as ORCA input:
```
! wB97M-V def2-TZVPD RIJCOSX def2/J DEFGRID3
* xyz 0 3
Tm 0.098 0.157 0.493
S -5.056 2.912 -2.736
Si 1.988 2.772 4.683
F 6.313 -1.889 2.541
O -0.810 -1.829 0.420
O -5.679 2.291 -1.588
O 1.864 -1.300 0.359
O -2.732 1.602 -5.786
O -1.843 1.435 0.906
O -1.316 -3.908 -0.220
O -0.627 1.936 -5.461
O -3.738 3.466 -2.564
N -2.956 0.536 -3.176
N -3.726 2.312 1.775
N -1.721 1.574 -5.087
N -2.130 3.688 0.853
N 1.411 1.444 -0.866
N 2.383 -5.324 0.804
N -1.253 0.297 -1.765
C 0.906 -3.470 0.442
C -5.532 4.970 -4.491
C 3.685 2.081 5.134
C 3.402 -4.468 1.203
C -6.163 4.198 -3.341
C 2.577 -6.792 0.743
C 4.833 -6.451 1.785
C 1.186 1.648 3.473
C 1.963 -2.523 0.606
C -5.048 1.718 -4.074
C 3.211 -3.079 1.118
C -4.301 0.416 -3.744
C 2.231 1.913 -1.539
C -0.801 0.921 -2.880
C 2.168 4.473 3.879
C -0.884 4.030 0.190
C 1.851 -7.403 -0.452
C 4.612 -4.965 1.726
C 4.063 -7.110 0.650
C 0.710 0.920 2.612
C 4.206 -2.196 1.556
C 0.907 2.940 6.224
C -2.533 2.439 1.127
C 5.571 -4.083 2.166
C -3.473 -0.625 -1.024
C -1.820 1.062 -3.774
C -0.533 -3.057 0.173
C 5.354 -2.710 2.086
C 1.176 -4.801 0.527
C -2.563 0.098 -1.949
B 3.278 2.570 -2.471
H 2.719 4.399 2.939
H 4.205 2.702 5.867
H 4.488 -6.847 2.745
H -7.087 3.690 -3.620
H 2.148 -6.896 -1.371
H -0.077 3.332 5.960
H 5.898 -6.669 1.706
H 4.445 -6.745 -0.307
H -6.125 5.854 -4.722
H 2.804 2.579 -3.585
H 2.127 -8.454 -0.532
H -6.358 4.833 -2.477
H -4.209 -0.132 -4.680
H -6.096 1.495 -4.274
H -3.842 -1.536 -1.499
H 4.313 2.013 4.243
H -2.919 -0.917 -0.140
H -4.051 1.363 1.844
H 4.191 -8.192 0.676
H 3.593 1.075 5.548
H -4.458 2.970 1.572
H -2.764 4.442 1.051
H 1.187 4.898 3.653
H -4.318 0.006 -0.748
H 0.233 1.185 -3.026
H -4.886 -0.179 -3.048
H 1.356 3.617 6.954
H 0.758 1.973 6.707
H -4.587 2.208 -4.925
H 4.036 -1.131 1.477
H 6.502 -4.446 2.582
H -1.080 4.433 -0.805
H 0.356 -5.483 0.353
H 3.470 3.685 -2.049
H 2.697 5.174 4.528
H -0.273 3.141 0.089
H -5.468 4.360 -5.391
H -0.337 4.760 0.785
H 4.278 1.893 -2.437
H 2.180 -7.222 1.669
H -4.528 5.289 -4.216
H 0.768 -7.354 -0.362
*
```

M	887.60	u
HOMO-LUMO gap	8.08	eV
LUMO	-0.5	eV
electronic energy	-4051.3187	hartree
largest force on an atom	0.70	eV Å⁻¹

Results of the Löwdin charge analysis, in e, for atoms 1 through 6: Tm 1.377; S 0.641; Si 0.422; F 0.077; O -0.177; O -0.332

=====

3.
This record from the OMol25 dataset describes a structure of composition C30H42BrCl3GeN3OPt at a distorted geometry. The level of theory is ωB97M-V with the def2-TZVPD basis set.

Geometry as ORCA input:
```
! wB97M-V def2-TZVPD RIJCOSX def2/J DEFGRID3
* xyz 2 6
Pt 0.111 -0.011 0.091
Br -0.412 -1.121 -2.466
Ge 2.900 -0.619 -0.857
Cl 3.717 -2.440 -0.026
Cl 3.428 -0.586 -2.942
Cl 4.023 1.012 0.115
O -2.138 0.074 -0.250
N -0.034 1.465 1.869
N -0.127 1.955 -1.066
N 0.433 -1.839 1.331
C 0.435 -5.445 0.545
C -4.660 -4.386 -3.831
C 2.526 -1.461 4.922
C -4.296 0.436 1.489
C 0.029 -3.085 0.891
C 2.746 -0.557 3.883
C -4.295 -0.792 -0.822
C -4.427 -2.108 -2.901
C -5.216 -2.945 -3.874
C 1.056 2.846 -1.167
C -6.154 0.700 -0.136
C 0.351 3.840 1.147
C -1.634 -4.465 -0.199
C 0.904 -2.629 3.583
C -5.024 -2.378 -5.297
C -2.299 -1.265 -2.193
C 0.853 2.650 1.971
C -2.855 -0.615 -1.026
C -0.806 -5.577 -0.069
C 2.041 -0.674 2.707
C -1.216 -3.235 0.261
C -6.707 -2.983 -3.546
C -5.085 -0.282 0.389
C 0.992 4.053 -0.231
C 1.124 -1.728 2.512
C -5.783 -1.490 1.046
C 0.851 -4.223 1.031
C -4.995 -1.506 -1.772
C -3.031 -1.954 -3.095
C 1.597 -2.484 4.766
H 0.445 4.859 -0.723
H 0.548 4.746 1.718
H -5.640 -2.951 -5.989
H 2.240 0.003 1.884
H 1.832 -4.113 1.472
H -3.990 -2.454 -5.632
H 0.129 0.854 2.665
H -3.598 -4.426 -4.076
H -5.194 -4.992 -4.563
H -1.007 1.754 1.911
H 1.409 -3.167 5.584
H -0.413 1.657 -1.992
H 3.072 -1.357 5.849
H -4.983 0.682 2.299
H 1.082 -6.307 0.637
H -0.911 2.460 -0.664
H -3.510 -0.197 1.901
H -5.050 -2.236 1.362
H -6.327 -1.155 1.928
H -6.895 -3.421 -2.564
H -2.613 -4.567 -0.648
H 0.906 2.945 3.021
H -6.057 -1.629 -1.622
H -6.742 1.073 0.703
H 1.158 3.210 -2.190
H -1.874 -2.381 0.217
H -7.218 -3.605 -4.280
H -3.858 1.364 1.125
H -5.686 1.552 -0.633
H -6.500 -1.971 0.382
H 3.475 0.235 3.995
H -1.131 -6.538 -0.443
H -4.810 -4.830 -2.845
H -0.741 3.781 1.064
H -5.333 -1.333 -5.345
H 0.158 -3.403 3.473
H -2.544 -2.380 -3.962
H -6.835 0.224 -0.840
H 1.947 2.259 -0.956
H 2.013 4.411 -0.094
H 1.862 2.367 1.667
H -7.156 -1.989 -3.586
*
```

M	914.64	u
HOMO-LUMO gap (spin up / spin down)	8.68 / 5.31	eV
LUMO (spin up / spin down)	-4.7 / -8.9	eV
electronic energy	-7558.1754	hartree
largest force on an atom	1.00	eV Å⁻¹

Results of the Löwdin charge analysis, in e, for atoms 1 through 6: Pt 0.949; Br 0.891; Ge -0.195; Cl 0.200; Cl 0.154; Cl 0.176

=====

4.
This record from the OMol25 dataset describes a structure of composition C30H42BrClN2NiP2 at a distorted geometry. The level of theory is ωB97M-V with the def2-TZVPD basis set.

Geometry as ORCA input:
```
! wB97M-V def2-TZVPD RIJCOSX def2/J DEFGRID3
* xyz 2 3
Br 1.726 0.566 3.428
Ni -2.633 1.514 -0.682
Cl -3.076 4.408 3.979
P -2.245 -2.661 -1.121
P 3.133 -0.845 1.106
N -0.702 6.432 -4.493
N -3.087 1.277 1.517
C -2.257 -1.174 -2.199
C -3.073 2.542 2.042
C -0.650 6.693 -3.189
C 4.675 -0.230 1.802
C 1.772 0.441 1.433
C 2.484 -2.318 1.975
C -0.014 1.917 -0.209
C -1.464 4.212 -4.003
C -0.486 -3.267 -1.043
C 1.159 2.545 0.300
C -3.271 0.491 3.830
C 0.583 -0.178 0.824
C -3.162 2.802 3.421
C -1.147 2.515 -0.876
C -0.381 -4.779 -1.312
C -0.136 0.520 -0.078
C 3.009 -3.697 1.572
C 3.414 -1.258 -0.618
C 2.112 1.808 0.944
C -1.774 3.319 -1.702
C -3.074 -1.466 -3.472
C 3.856 -0.134 -1.553
C -3.742 -2.955 1.200
C -3.199 0.303 2.452
C -1.091 5.228 -4.903
C -2.537 -2.221 0.610
C -1.449 4.434 -2.600
C -3.271 1.770 4.353
C 5.742 -1.313 2.007
C -0.996 5.735 -2.208
H 2.622 -4.425 2.301
H -0.823 -0.012 -0.751
H 0.675 -5.077 -1.393
H 3.961 -0.537 -2.568
H 5.963 -1.863 1.080
H -1.711 3.245 -4.426
H -3.234 -0.719 2.111
H 0.099 -2.702 -1.787
H 6.675 -0.847 2.349
H -1.208 -0.980 -2.492
H -3.985 -2.042 -3.259
H -0.830 -5.366 -0.497
H -1.107 5.063 -5.985
H -2.971 3.363 1.345
H -2.476 -2.036 -4.195
H 4.832 0.274 -1.265
H 4.105 -3.742 1.576
H -3.728 -4.018 0.940
H -2.684 -1.143 0.533
H -3.758 -2.891 2.291
H 4.416 0.261 2.752
H -0.063 -3.043 -0.049
H 2.492 -1.727 -0.986
H -0.881 -5.059 -2.250
H 3.137 0.690 -1.598
H -0.863 6.038 -1.174
H 2.643 -2.143 3.050
H 5.039 0.562 1.128
H 1.311 3.609 0.149
H -3.359 -0.519 -3.943
H -3.311 -0.392 4.465
H 1.395 -2.336 1.848
H -4.684 -2.539 0.835
H 2.632 -3.993 0.581
H 5.427 -2.039 2.769
H -1.648 -2.379 1.233
H 4.191 -2.039 -0.617
H 0.235 -1.134 1.206
H -0.317 7.705 -2.923
H -3.317 1.965 5.419
H 3.036 2.258 1.315
H -2.674 -0.267 -1.652
*
```

M	666.68	u
HOMO-LUMO gap (spin up / spin down)	7.01 / 5.43	eV
LUMO (spin up / spin down)	-6.1 / -7.6	eV
electronic energy	-6502.3547	hartree
largest force on an atom	4.83	eV Å⁻¹
energy relative to the best compared isomer or geometry (same formula, charge and spin)	0.0	kcal/mol

Results of the Löwdin charge analysis, in e, for atoms 1 through 6: Br 0.823; Ni 0.605; Cl 0.760; P 1.005; P 0.997; N 0.068

=====

5.
This record from the OMol25 dataset describes a cluster of 3 separate species, C30H42BrF18N4O2Si in total at a distorted geometry. The level of theory is ωB97M-V with the def2-TZVPD basis set.

Geometry as ORCA input:
```
! wB97M-V def2-TZVPD RIJCOSX def2/J DEFGRID3
* xyz 1 1
Br -3.912 4.646 3.617
Si -2.397 1.662 -1.965
F -5.095 -1.882 -1.492
F 6.636 4.403 -2.536
F 7.139 3.025 -0.939
F 4.400 -4.779 1.353
F 7.048 -4.937 -1.108
F 3.368 -2.385 0.161
F 6.415 4.939 -6.110
F 6.663 3.232 -4.785
F 3.641 4.811 -5.703
F 4.779 5.275 -3.931
F 2.311 -4.343 1.744
F 5.045 -4.094 -0.999
F 5.671 1.721 -2.832
F 8.043 -2.658 0.190
F 2.865 -1.696 2.159
F -6.599 -1.013 -0.145
F 6.691 -3.839 1.383
F 4.616 1.970 -0.952
O 6.010 -1.888 0.502
O 3.886 3.232 -4.198
N -5.404 -3.180 1.126
N -1.686 -1.026 3.783
N -3.702 -0.345 2.698
N -2.567 -2.507 2.174
C 5.784 3.861 -5.590
C 4.531 4.299 -4.826
C -3.085 -2.120 0.828
C 3.851 3.216 -2.774
C 3.581 -3.911 1.971
C -4.578 2.839 4.032
C 1.739 1.408 0.473
C -1.889 1.714 -3.818
C 5.083 2.648 -2.044
C -4.628 -1.951 0.917
C 0.970 0.204 0.346
C -4.920 -1.054 2.190
C -4.057 0.348 3.987
C -2.667 -1.258 2.920
C -5.230 -1.153 -0.306
C 6.107 3.667 -1.542
C 5.137 -1.850 1.623
C -0.760 1.496 -1.001
C -4.088 -5.394 1.071
C -0.263 0.284 -0.413
C 3.742 -2.481 1.456
C -4.972 -4.325 0.287
C -3.296 3.316 -1.628
C 6.358 -3.780 -0.993
C 0.061 2.692 -0.846
C 1.299 2.636 -0.135
C -3.539 0.142 -1.789
C -3.411 1.777 4.128
C 6.757 -3.051 0.293
C -4.518 0.231 -0.554
H -3.804 -0.313 4.845
H -4.394 -4.050 -0.617
H 5.657 4.342 -0.806
H -1.097 2.503 -3.912
H -2.745 3.965 -0.911
H -5.705 -0.292 2.004
H -4.461 -6.426 0.865
H -3.916 0.583 0.315
H -2.869 -0.754 -1.713
H 1.935 3.535 -0.036
H -3.236 -3.203 2.531
H 2.677 1.349 1.055
H -5.325 0.985 -0.738
H -4.144 0.101 -2.730
H -4.136 -5.264 2.181
H -5.178 2.831 4.973
H -1.371 0.736 -4.007
H -0.283 3.632 -1.319
H -5.281 2.528 3.222
H 3.028 2.537 -2.542
H -1.422 -1.756 4.442
H -2.752 1.884 -4.496
H -2.932 1.889 5.133
H -2.739 -2.802 0.019
H -2.588 -1.138 0.611
H 1.266 -0.764 0.792
H 5.635 -2.187 2.534
H -4.337 3.135 -1.269
H 4.963 -0.784 1.780
H -1.216 -0.126 3.857
H 3.764 -3.962 3.049
H -5.166 0.483 4.006
H -5.294 -1.679 3.045
H 5.520 3.183 -6.405
H 6.565 -3.159 -1.868
H -5.319 -3.513 2.090
H -2.677 1.968 3.314
H -3.009 -5.289 0.789
H -0.829 -0.660 -0.529
H 3.538 4.179 -2.366
H -3.401 3.855 -2.605
H -5.887 -4.872 -0.042
*
```

M	940.65	u
HOMO-LUMO gap	7.17	eV
LUMO	-4.3	eV
electronic energy	-6198.6623	hartree
largest force on an atom	3.39	eV Å⁻¹

Results of the Löwdin charge analysis, in e, for atoms 1 through 6: Br 0.619; Si 0.593; F 0.050; F 0.099; F 0.095; F 0.104